(1)
7
Properties=species:S:1:pos:R:3 method="wB97M-V/def2-TZVPD" e_above_lowest_ev=1.227 e_tot_ev=-11878.28422 orbital_gap_ev=10.45
C 0.38329 -0.17250 0.31428
N 1.27438 0.64857 0.05295
P -1.40388 0.14381 0.08291
H 0.66397 -1.24841 1.15946
H 2.17467 0.38950 0.24953
H -1.80094 -0.78019 -0.91436
H -1.29148 1.01922 -0.94477

***

(2)
21
Properties=species:S:1:pos:R:3 method="wB97M-V/def2-TZVPD" charge=+1 e_above_lowest_ev=9.256 e_tot_ev=-10408.94032 orbital_gap_ev=3.77
N 3.80021 1.20757 0.17691
C 3.28644 0.23418 -0.72260
C 2.01379 -0.39295 -0.56127
N -2.61059 1.12418 -0.43979
C -1.45313 0.46281 -0.15380
C -1.67174 -0.45830 1.02262
C -2.86313 -1.33986 0.58482
O 1.39889 -0.56604 0.50344
H 3.02985 1.66107 0.65261
H 4.32818 0.78418 0.93941
H 1.84844 -1.14571 -1.34994
H 2.10261 0.75615 -1.12730
H 3.69698 0.27994 -1.73495
H -2.68756 1.64724 -1.33380
H -0.80896 1.37119 0.08371
H -1.07577 -0.11855 -1.01565
H -1.93558 0.08109 1.91582
H -0.80076 -1.09712 1.11095
H -2.58012 -2.06735 -0.16562
H -3.62752 -0.60171 0.21784
H -3.39053 -1.82201 1.39660

***

(3)
113
Properties=species:S:1:pos:R:3 method="wB97M-V/def2-TZVPD" e_tot_ev=-112426.80900 orbital_gap_ev="5.83 / 6.25" spin_multiplicity=5
Ir -1.93139 0.27284 0.61986
C -3.51073 -3.76684 0.33252
C -2.74219 -2.50890 0.58209
N -3.16639 -1.27576 0.23326
N -4.45862 -1.00071 -0.13593
C -4.80328 0.24268 -0.42075
N -6.11371 0.45576 -0.74305
S -3.67664 1.52079 -0.46311
C -1.46439 -2.52369 1.18157
C -0.77168 -3.70921 1.51929
C 0.47501 -3.63590 2.08508
C 1.06025 -2.38078 2.31897
C 0.34825 -1.25729 1.96637
N -0.86920 -1.30180 1.42785
H -4.50258 -3.58413 -0.07960
H -3.63737 -4.34200 1.25217
H -2.98585 -4.40157 -0.38973
H -5.15621 -1.72463 -0.07083
H -6.80011 -0.09740 -0.25443
H -6.35928 1.43131 -0.79688
H -1.23310 -4.66858 1.32162
H 1.00423 -4.54257 2.35324
H 2.03101 -2.28077 2.78441
H 0.75128 -0.26663 2.12300
C -0.03325 2.59138 3.53751
C 0.15124 3.43729 2.31191
C 0.65048 4.72083 2.39293
C 0.76656 5.52382 1.25912
C 0.38065 5.03093 0.01901
C -0.11119 3.74504 -0.12844
C -0.49413 3.23473 -1.49437
C -0.24568 2.92523 1.03389
N -0.74381 1.68958 0.95353
H 0.43403 3.05187 4.40738
H 0.38661 1.59427 3.40583
H -1.09840 2.45758 3.74308
H 0.94611 5.10650 3.36308
H 1.15094 6.53294 1.34537
H 0.46593 5.65979 -0.86219
H -1.09387 3.97392 -2.02946
H -1.05347 2.30423 -1.43674
H 0.39688 3.04273 -2.09594
S -0.13776 -1.47467 6.93022
C -1.23676 -0.63688 6.00870
S -1.85704 -1.23619 4.50919
C -2.74137 0.24930 4.20998
N -2.61022 1.09547 5.17846
N -1.79381 0.59074 6.18758
C -1.52823 1.50026 7.26247
C -1.37612 1.04886 8.56454
C -1.12589 1.96475 9.57816
C -1.03606 3.32071 9.30357
C -1.20891 3.76468 7.99869
C -1.45559 2.86084 6.97761
S -3.63181 0.52025 2.76116
H -1.45263 -0.00418 8.78649
H -1.00689 1.60775 10.59365
H -0.83737 4.02772 10.10031
H -1.15680 4.82231 7.77152
H -1.61132 3.19730 5.96229
O 0.07368 -0.60644 -1.01608
P 1.12510 -1.06956 -1.98118
C 0.94063 -2.89737 -2.07038
C -0.42560 -3.34668 -2.61433
C -0.41997 -3.56016 -4.13020
C 0.68833 -4.52561 -4.55291
C 2.05567 -4.01873 -4.09549
C 2.07195 -3.79885 -2.58564
C 0.93118 -0.05578 -3.49031
C 1.59546 -0.42591 -4.82001
C 1.60533 0.80486 -5.74451
C 0.35175 1.67843 -5.55510
C -0.83726 0.83695 -5.10059
C -0.57844 0.21973 -3.71415
C 2.79953 -0.88257 -1.24339
C 4.01133 -0.79766 -2.19097
C 4.29882 0.61156 -2.71143
C 4.40691 1.61161 -1.56342
C 3.12149 1.61412 -0.74261
C 2.81820 0.23091 -0.17320
H 0.90473 -3.01842 -0.97992
H -1.19630 -2.63437 -2.30811
H -0.67075 -4.30312 -2.13692
H -0.26656 -2.60517 -4.64044
H -1.39487 -3.93389 -4.45222
H 0.67718 -4.66849 -5.63582
H 0.50166 -5.50687 -4.09991
H 2.28663 -3.08466 -4.60921
H 2.83776 -4.72986 -4.37004
H 3.04652 -3.43625 -2.25384
H 1.93206 -4.77548 -2.10752
H 1.38416 0.87903 -3.13841
H 1.02183 -1.22593 -5.28939
H 2.61182 -0.79735 -4.69114
H 1.67533 0.47146 -6.78214
H 2.50033 1.40012 -5.54717
H 0.11842 2.20205 -6.48281
H 0.54132 2.45185 -4.80339
H -1.02730 0.05178 -5.84078
H -1.73939 1.44894 -5.06009
H -1.15313 -0.70140 -3.60679
H -0.93724 0.88187 -2.92573
H 2.87970 -1.83101 -0.70188
H 3.90768 -1.49534 -3.02520
H 4.88778 -1.13043 -1.62460
H 3.50109 0.93861 -3.38375
H 5.21771 0.59514 -3.30144
H 4.61703 2.61062 -1.95094
H 5.24761 1.33407 -0.91751
H 2.29052 1.93339 -1.37829
H 3.18178 2.33579 0.07499
H 1.85758 0.24806 0.34255
H 3.58483 -0.02342 0.56669

***

Number 1: M 61.0 g mol⁻¹. Number 2: M 117.2 g mol⁻¹. Number 3: M 1027.4 g mol⁻¹.